{
  "formula": "C3H4N2O",
  "method": "ωB97M-V/def2-TZVPD",
  "homo_ev": -8.849,
  "total_energy_ha": -301.38884,
  "orbital_gap_ev": 9.7,
  "total_charge": 0,
  "smiles": "Oc1cn[nH]c1",
  "elements": ["O", "C", "C", "N", "N", "C", "H", "H", "H", "H"],
  "coordinates": [[-1.483916, -0.801041, -1.266947], [-0.529601, -0.321718, -0.433187], [-0.300368, 0.964658, 0.076628], [0.769073, 0.766460, 0.925069], [1.267381, -0.442507, 0.942345], [0.476451, -1.131999, 0.117832], [-2.171065, -0.134587, -1.390933], [0.205052, 1.778712, -0.435362], [1.082779, 1.491954, 1.548576], [0.684215, -2.169931, -0.084021]],
  "atomic_forces_ev_per_a": [[0.07, 0.38, -0.14], [0.54, -0.02, 0.12], [1.22, -0.25, -0.15], [0.29, -0.40, 0.68], [-0.44, -0.30, 0.43], [-0.09, -0.31, 0.07], [0.17, -0.03, 0.00], [-2.10, 1.17, -1.01], [0.49, -0.19, -0.09], [-0.15, -0.05, 0.09]],
  "lowdin_charge": [0.053, -0.329, -0.070, -0.095, 0.043, -0.096, 0.112, 0.128, 0.146, 0.109]
}



{
  "formula": "C3H7N2O2",
  "method": "ωB97M-V/def2-TZVPD",
  "homo_ev": -13.372,
  "total_energy_ha": -378.13992,
  "orbital_gap_ev": 8.1,
  "total_charge": 1,
  "smiles": "[NH2+]=CC/C(O)=N/O",
  "elements": ["C", "C", "C", "N", "N", "O", "O", "H", "H", "H", "H", "H", "H", "H"],
  "coordinates": [[-0.993780, 0.101950, -0.238973], [0.489269, 0.806745, -0.496357], [1.525152, 0.295925, 0.429422], [-2.161622, 0.641784, 0.030562], [2.336084, -0.601025, 0.119038], [-0.756600, -1.251572, -0.078108], [-3.206872, -0.291778, 0.265590], [0.256444, 1.808656, -0.367576], [0.958376, 0.647094, -1.469659], [1.692906, 0.927538, 1.370544], [-1.653700, -1.717858, 0.189676], [3.155759, -0.856284, 0.644433], [2.243783, -0.974276, -0.863699], [-3.885200, 0.463095, 0.465102]],
  "atomic_forces_ev_per_a": [[-0.49, -1.40, 1.31], [-2.43, -2.45, -0.14], [-1.07, 3.58, 2.58], [3.40, -0.16, -1.34], [0.62, -1.40, -2.65], [-2.42, -0.27, 0.20], [-0.29, 3.09, 0.41], [0.16, 2.11, 0.42], [-1.03, -0.10, -0.50], [-0.24, -1.53, -0.99], [2.33, 1.36, -0.77], [0.12, -0.15, 0.38], [0.25, -0.07, 1.48], [1.10, -2.61, -0.40]],
  "lowdin_charge": [-0.286, -0.008, -0.059, 0.024, 0.253, 0.005, -0.062, 0.100, 0.132, 0.197, 0.174, 0.165, 0.198, 0.167]
}



{
  "formula": "C3H7NOS",
  "method": "ωB97M-V/def2-TZVPD",
  "homo_ev": -8.384,
  "total_energy_ha": -646.62022,
  "orbital_gap_ev": 9.1,
  "total_charge": 0,
  "smiles": "NSC1(O)CC1",
  "elements": ["C", "C", "C", "N", "O", "S", "H", "H", "H", "H", "H", "H", "H"],
  "coordinates": [[0.055785, 1.166520, 1.451252], [0.800203, 1.253669, 0.151031], [-0.274673, 0.226203, -0.032257], [0.187347, -2.077200, -1.331014], [-1.392448, 0.563683, -0.730678], [0.023259, -1.501946, 0.276717], [0.455222, 0.599712, 2.266595], [-0.722979, 1.876722, 1.653102], [0.662703, 2.159117, -0.425909], [1.826334, 0.908725, 0.136599], [1.087283, -2.523677, -1.468425], [-0.549901, -2.734693, -1.555200], [-2.158135, 0.083165, -0.391815]],
  "atomic_forces_ev_per_a": [[-0.55, -1.78, -2.53], [-0.15, -0.02, -0.35], [0.81, 1.02, 3.24], [0.17, -0.22, 0.16], [-0.27, 0.40, -0.51], [-0.18, 0.42, -0.24], [0.24, -0.09, 0.24], [-0.17, 0.12, -0.02], [-0.03, 0.08, -0.04], [-0.02, -0.10, -0.02], [-0.09, 0.10, -0.02], [0.07, 0.10, 0.01], [0.18, -0.03, 0.09]],
  "lowdin_charge": [-0.051, -0.188, -0.743, -0.331, -0.029, 0.865, 0.060, 0.077, 0.107, 0.100, 0.015, 0.016, 0.101]
}



{
  "formula": "C26H67Cl4CoN5O13V2",
  "method": "ωB97M-V/def2-TZVPD",
  "s_squared": 6.02,
  "homo_ev": [-3.337, -4.962],
  "spin_multiplicity": 5,
  "total_energy_ha": -7394.20347,
  "orbital_gap_ev": [5.0, 6.6],
  "total_charge": -1,
  "elements": ["O", "V", "O", "O", "V", "O", "Co", "O", "C", "C", "O", "H", "H", "H", "H", "O", "C", "C", "O", "H", "H", "H", "H", "C", "C", "C", "O", "C", "N", "H", "H", "H", "H", "H", "H", "H", "H", "H", "H", "H", "C", "C", "C", "O", "C", "N", "H", "H", "H", "H", "H", "H", "H", "H", "H", "H", "H", "C", "C", "C", "O", "C", "N", "H", "H", "H", "H", "H", "H", "H", "H", "H", "H", "H", "C", "C", "C", "O", "C", "N", "H", "H", "H", "H", "H", "H", "H", "H", "H", "H", "H", "C", "C", "C", "O", "C", "N", "H", "H", "H", "H", "H", "H", "H", "H", "H", "H", "H", "C", "Cl", "Cl", "H", "H", "C", "Cl", "Cl", "H", "H"],
  "coordinates": [[12.859470, -3.988670, -20.482950], [12.426130, -2.443320, -20.609030], [10.886180, -2.371270, -20.225510], [14.655590, 0.587960, -27.185560], [14.748800, 0.498080, -25.631090], [13.492350, 1.335100, -24.999100], [14.388370, -2.048550, -23.413240], [13.581060, -1.615330, -25.457980], [12.179400, -1.908180, -25.477600], [11.615560, -1.994740, -24.024560], [12.408420, -2.555420, -22.956750], [12.047430, -2.874430, -25.964490], [11.546430, -1.184490, -25.991130], [10.599070, -2.388000, -24.038880], [11.333460, -1.032040, -23.598280], [14.729510, -1.849900, -21.230080], [15.808800, -0.962380, -21.128210], [16.010620, 0.092260, -22.259690], [15.589800, -0.287580, -23.603590], [16.679890, -1.614850, -21.068360], [15.843730, -0.538130, -20.124770], [17.057680, 0.375490, -22.152310], [15.408440, 0.944180, -21.943890], [11.006990, -7.266810, -25.043370], [11.038930, -5.915350, -24.344780], [10.204370, -5.922550, -23.049110], [8.901620, -6.266060, -23.466890], [7.982110, -6.542160, -22.427110], [12.398150, -5.598110, -23.885620], [11.600400, -7.218370, -25.956400], [9.991410, -7.456550, -25.390800], [11.289900, -8.092290, -24.390210], [10.662720, -5.169030, -25.044480], [10.156430, -4.959760, -22.540360], [10.669340, -6.675740, -22.413020], [7.036290, -6.835460, -22.882630], [7.756030, -5.686860, -21.790370], [8.315030, -7.390530, -21.829160], [12.236810, -4.692160, -23.469290], [12.671040, -6.313570, -23.227020], [11.593420, -3.334480, -29.197040], [12.662280, -2.225010, -29.539760], [12.065190, -0.726080, -29.623040], [11.271010, -0.473220, -30.798720], [10.789980, 0.843600, -30.821000], [13.690310, -2.185000, -28.507500], [11.275890, -3.068630, -28.188780], [11.951400, -4.357460, -29.081000], [10.769130, -3.367990, -29.909450], [13.084720, -2.371760, -30.533800], [12.848340, 0.030510, -29.574540], [11.444260, -0.521030, -28.750980], [10.284190, 1.010720, -31.771980], [11.594610, 1.574480, -30.740460], [10.097880, 1.088100, -30.015210], [14.000890, -3.124290, -28.304070], [13.255860, -1.855110, -27.657490], [15.138310, -5.936150, -28.251140], [14.079980, -6.349020, -27.164270], [14.471140, -7.698140, -26.427690], [14.447050, -8.860510, -27.260260], [14.470300, -10.053080, -26.492990], [14.085750, -5.238880, -26.205870], [16.026550, -5.439360, -27.860840], [14.786850, -5.263850, -29.033820], [15.325120, -6.807200, -28.879210], [13.089330, -6.368690, -27.618500], [13.888560, -7.807510, -25.512960], [15.485050, -7.451400, -26.112740], [13.638770, -10.128470, -25.792290], [15.430410, -10.207800, -26.000700], [14.280690, -10.943730, -27.092060], [13.390320, -5.569570, -25.552330], [13.565230, -4.472860, -26.608820], [10.268330, 0.863840, -20.085630], [11.497780, 0.671550, -21.026620], [12.056770, 1.962530, -21.584940], [10.918320, 2.613210, -22.156470], [11.225440, 3.885570, -22.787890], [12.512720, 0.035260, -20.347040], [10.490720, 1.618850, -19.331570], [9.958190, -0.062600, -19.602280], [9.436830, 1.277870, -20.655980], [11.103780, 0.089280, -21.859580], [12.813640, 1.743940, -22.338240], [12.392980, 2.577670, -20.750280], [10.281040, 4.218500, -23.218440], [11.977680, 3.869380, -23.576540], [11.468890, 4.718770, -22.128640], [13.355990, 0.268460, -20.851630], [12.752520, 0.395280, -19.434360], [18.790410, 2.883390, -25.884870], [17.582840, 1.952880, -26.297480], [18.042060, 0.441290, -26.092270], [16.913060, -0.411090, -26.317220], [17.213360, -1.758220, -26.322610], [16.468440, 2.193310, -25.352620], [19.552180, 2.614930, -26.616810], [19.220370, 2.588250, -24.927730], [18.571880, 3.948470, -25.962010], [17.224030, 2.083510, -27.318400], [18.478850, 0.143800, -25.138960], [18.736280, 0.139920, -26.876700], [17.753600, -2.140530, -27.188680], [16.246990, -2.248950, -26.438460], [17.776400, -2.092440, -25.451180], [16.392220, 3.200290, -25.369210], [16.630640, 1.942150, -24.387890], [8.668990, -3.777250, -26.377040], [8.010680, -4.170270, -27.999470], [8.487480, -1.980030, -26.038270], [8.199960, -4.347200, -25.575010], [9.730860, -4.013910, -26.309830], [8.985170, 1.341650, -24.708030], [9.516020, 1.272900, -26.397500], [8.080140, 2.843300, -24.210680], [8.308690, 0.491000, -24.625140], [9.862530, 1.067460, -24.122240]],
  "atomic_forces_ev_per_a": [[0.92, -0.80, 0.24], [1.29, -0.39, -1.73], [-2.14, 0.90, 0.55], [-0.30, 0.49, -0.38], [-2.69, -0.08, 2.63], [2.17, -0.94, -1.19], [-1.47, 1.07, 1.01], [1.02, 0.96, 0.76], [0.93, -0.02, 2.13], [-0.37, 0.67, 1.57], [1.29, 0.17, -1.57], [-0.02, -0.34, -0.16], [0.20, 0.33, -0.25], [-0.09, -1.10, -0.24], [0.37, 1.02, -0.75], [-0.69, 0.67, -2.26], [0.05, -1.87, -0.29], [-1.38, -0.22, -0.01], [0.29, -0.90, 0.72], [0.78, -0.06, -0.44], [-0.29, 1.01, 0.10], [0.34, 0.16, -0.60], [-0.15, 0.49, -0.21], [-0.78, 0.46, -0.46], [0.43, -0.82, 1.42], [-0.60, 0.00, -1.50], [-1.08, -0.35, 0.35], [-0.14, -0.17, -0.39], [-0.87, 0.16, -1.45], [0.36, -0.22, 0.17], [-0.12, -0.15, 0.14], [0.27, 0.02, -0.01], [0.24, 0.22, 0.14], [0.49, 0.15, 0.12], [-0.23, -0.17, 0.40], [0.04, -0.01, -0.21], [0.35, 0.20, 0.14], [0.17, 0.01, 0.26], [1.14, 0.40, 0.95], [0.13, 0.38, 0.48], [0.31, 1.25, -0.12], [-1.18, 0.82, -0.23], [-0.32, -1.03, -0.04], [0.37, -0.66, 0.44], [0.06, 0.23, -0.21], [0.00, 0.14, -0.58], [-0.64, 0.08, -0.02], [0.67, 0.05, -0.37], [-0.16, 0.19, 0.17], [0.26, -0.31, 0.03], [0.54, -0.30, -0.09], [-0.25, -0.22, 0.37], [-0.02, -0.14, 0.01], [0.35, 0.08, -0.05], [-0.23, -0.30, 0.26], [0.15, -0.17, 0.00], [0.28, 0.21, 0.39], [-0.98, -1.11, -0.66], [1.37, 0.66, -1.19], [0.34, 1.69, -0.75], [-0.43, 0.16, 0.42], [-0.26, -0.27, -0.20], [-0.35, -1.07, 0.32], [0.05, -0.56, 0.37], [-0.70, 0.48, 0.35], [0.76, -0.29, 0.23], [-0.10, -0.74, -0.34], [-0.35, -0.19, -0.10], [0.41, -0.44, 0.23], [0.06, 0.56, 0.51], [0.05, 0.17, 0.27], [0.30, 0.31, -0.75], [0.10, 0.43, 1.44], [0.24, 0.49, -0.46], [0.31, 0.57, -0.66], [-3.16, 1.42, 0.20], [-2.21, 0.41, -0.04], [1.11, 1.71, -1.07], [-1.18, -0.35, 0.07], [3.25, -2.15, 0.66], [0.20, 0.06, 0.27], [0.30, -0.11, -0.23], [-0.04, -0.14, -0.04], [0.35, -0.38, -0.10], [0.29, 0.18, -0.07], [0.59, 0.12, 0.07], [0.04, -0.24, -0.28], [0.13, -0.58, -0.01], [0.40, -0.35, 0.78], [0.68, -0.67, -0.26], [-0.77, 0.11, 0.42], [-0.34, -1.51, -1.56], [1.59, -1.44, 2.86], [-0.97, 0.07, -1.51], [0.15, 1.69, 0.33], [-0.58, -1.61, -0.29], [-0.92, -0.48, -1.04], [0.37, 0.48, -0.10], [-0.41, 0.21, 0.20], [-0.06, -0.11, 0.14], [0.07, 0.09, 0.13], [0.03, 0.70, 0.42], [0.50, 0.42, -0.07], [0.45, 0.67, -0.44], [-0.04, -0.29, 0.58], [-0.26, 0.07, 0.39], [-0.99, 0.13, 0.18], [0.64, -0.30, 0.22], [0.09, 0.78, 0.18], [0.33, 0.02, 0.88], [0.08, -1.34, -0.26], [-0.45, 0.19, -0.33], [-0.12, 0.31, -0.55], [-0.43, -0.90, -0.06], [-0.04, 0.59, -0.07], [0.88, -1.08, -0.41], [-0.28, 0.44, 0.20], [-0.11, 1.00, 0.36]],
  "lowdin_charge": [-0.538, 0.718, -0.517, -0.314, 0.888, -0.359, 0.945, -0.370, -0.294, -0.286, -0.387, 0.073, 0.081, 0.077, 0.078, -0.376, -0.368, -0.286, -0.407, 0.089, 0.100, 0.093, 0.085, -0.046, -0.407, -0.181, -0.210, -0.106, 0.057, 0.060, 0.075, 0.086, 0.105, 0.138, 0.129, 0.079, 0.088, 0.084, 0.048, 0.091, -0.049, -0.358, -0.154, -0.192, -0.138, 0.056, 0.045, 0.058, 0.066, 0.122, 0.111, 0.108, 0.084, 0.081, 0.078, 0.041, 0.023, -0.066, -0.402, -0.181, -0.177, -0.124, 0.044, 0.071, 0.051, 0.064, 0.114, 0.100, 0.122, 0.079, 0.085, 0.079, -0.001, 0.037, -0.028, -0.460, -0.182, -0.211, -0.100, 0.019, 0.073, 0.064, 0.069, 0.121, 0.115, 0.130, 0.038, 0.083, 0.074, 0.063, 0.110, -0.049, -0.323, -0.142, -0.283, -0.105, 0.040, 0.071, 0.079, 0.074, 0.144, 0.131, 0.127, 0.094, 0.092, 0.100, 0.100, 0.084, -0.931, 0.495, 0.494, 0.027, -0.010, -0.974, 0.492, 0.500, -0.015, 0.018]
}